# 1
Formula: C4H9NO2S
Source: OMol25
Level of theory: ωB97M-V/def2-TZVPD

For the lowest unoccupied orbital energy, the calculation gives 0.72 eV. As for the total charge: 0. The calculation puts the energy above the lowest of the compared OMol25 structures with the same formula, charge and spin at 2.207 eV.

Cartesian coordinates (Å):
C (-0.417341, -0.650580, 1.228276)
C (-0.785929, 1.716401, 0.273030)
C (1.177768, -1.079424, -1.245573)
C (-0.447303, 0.280455, -0.234385)
N (0.782363, -0.400294, 1.860703)
O (-1.434549, -1.240677, 1.494489)
O (0.750205, 0.284156, -0.904172)
S (-1.763467, -0.412612, -1.356612)
H (-1.858799, 1.769872, 0.208418)
H (-0.543471, 1.991039, 1.372876)
H (-0.192756, 2.345729, -0.470147)
H (2.229595, -0.944714, -1.341046)
H (0.740357, -1.486387, -2.296424)
H (0.741746, -1.853350, -0.441938)
H (1.236198, 0.388731, 1.472352)
H (0.799725, -0.592392, 2.836869)
H (-1.014342, -0.115954, -2.456716)

Cartesian forces (eV/Å) of the 3 atoms listed first:
-0.458 1.981 -3.403
1.309 0.056 -0.200
-2.653 -1.153 -0.684


# 2
Formula: C4H9NO2S
Source: OMol25
Level of theory: ωB97M-V/def2-TZVPD

For the lowest unoccupied orbital energy, the calculation gives -0.81 eV. As for the total charge: 0. The calculation puts the energy above the lowest of the compared OMol25 structures with the same formula, charge and spin at 8.211 eV.

Cartesian coordinates (Å):
C (-1.508718, 1.505208, -1.086901)
C (-1.456735, 0.481239, 0.130160)
C (-0.436981, 0.953621, 1.235121)
C (1.316804, -0.660888, 0.425530)
H (-2.146140, 2.615469, -0.763419)
H (-2.301819, 0.983394, -1.901049)
H (-0.505366, 1.443424, -1.567419)
H (-2.512586, 0.815907, 0.456733)
H (-1.185341, -1.616761, 1.445843)
H (-0.564714, 2.102013, 1.063333)
H (-0.539402, 0.667385, 2.418321)
H (0.660391, -1.642867, 0.566981)
H (2.507624, 1.050561, -0.784756)
N (2.301398, -0.918398, -0.261622)
O (1.057267, 0.739659, 0.786354)
O (3.056057, 0.157779, -0.753435)
S (-1.869702, -1.302770, -0.224377)

Cartesian forces (eV/Å) of the 3 atoms listed first:
-2.647 -1.070 -1.394
-3.317 2.134 1.055
1.289 1.133 -0.512


# 3
Formula: C4H9NO2S2
Source: OMol25
Level of theory: ωB97M-V/def2-TZVPD

For the lowest unoccupied orbital energy, the calculation gives 0.09 eV. As for the total charge: 0. The calculation puts the energy above the lowest of the compared OMol25 structures with the same formula, charge and spin at 1.223 eV.

Cartesian coordinates (Å):
C (-0.883876, -1.333657, -0.129249)
C (-1.692681, -0.353888, -0.883760)
C (-1.398037, 1.045837, -0.329628)
C (0.606701, 1.756123, 0.724126)
N (-0.000556, 1.373443, -0.309618)
O (-0.855991, -1.502920, 1.075546)
O (-0.135500, -2.121138, -0.847369)
S (3.099232, -2.308327, 0.085190)
S (2.735682, -0.837703, 1.604276)
H (-2.748610, -0.447012, -0.746130)
H (-1.538418, -0.380943, -1.950260)
H (-1.667275, 1.804634, -1.149903)
H (-1.805552, 1.154762, 0.636771)
H (1.688210, 2.094013, 0.515628)
H (0.211679, 1.737669, 1.773732)
H (1.774758, -0.062724, 0.938812)
H (0.371831, -2.812442, -0.378531)
H (3.956337, -3.111519, 0.786050)

Cartesian forces (eV/Å) of the 3 atoms listed first:
0.169 -1.765 2.552
0.327 1.451 -0.143
0.982 1.067 -2.392


Number 1: HOMO level -0.327 Eh, electronic energy -20712.8255 eV, Kohn-Sham gap 9.6 eV. Number 2: HOMO level -0.342 Eh, electronic energy -20706.8218 eV, Kohn-Sham gap 8.5 eV. Number 3: HOMO level -0.315 Eh, electronic energy -31548.0856 eV, Kohn-Sham gap 8.7 eV.